Entry 1:
{"formula": "C2H14NO4S", "method": "the ωB97M-V functional and the def2-TZVPD basis", "elements": ["C", "C", "S", "N", "H", "H", "H", "H", "H", "H", "H", "H", "O", "H", "H", "O", "H", "H", "O", "H", "H", "O"], "coordinates": [[-0.417, -0.440, 0.377], [-1.675, -1.220, 0.113], [-3.066, -0.092, -0.359], [-0.571, 0.377, 1.623], [-0.187, 0.277, -0.379], [0.422, -1.064, 0.626], [-1.933, -1.830, 0.979], [-1.599, -1.835, -0.789], [-0.561, -0.268, 2.405], [-1.487, 0.803, 1.573], [0.350, -3.196, -1.415], [1.072, -1.844, -1.377], [0.981, -2.655, -1.886], [1.999, 1.375, 1.446], [2.994, 0.440, 0.658], [2.923, 1.158, 1.286], [-0.231, -0.087, -2.500], [0.283, 1.287, -2.855], [0.572, 0.382, -2.726], [0.146, 2.132, 1.424], [-0.437, 3.362, 0.839], [0.425, 2.939, 0.937]], "atomic_forces_ev_per_a": [[-0.6462, 0.6535, 1.9018], [-0.8520, 0.4319, -1.2561], [0.2148, 0.0463, 0.3949], [0.6484, -0.1024, -0.1447], [0.2169, 0.1051, -0.7969], [0.7759, -0.5874, -0.3155], [0.0371, -0.1633, 0.0411], [0.4276, -0.4014, 0.3116], [-0.1979, 0.1347, 0.1446], [-0.5377, -0.0939, -0.0432], [-0.2804, -0.0061, 0.2612], [-0.1110, 0.0736, -0.0023], [0.3895, -0.0359, -0.3030], [-0.0565, -0.2484, -0.4160], [-0.4902, -0.0310, -0.1182], [0.6488, 0.2356, 0.4925], [-0.4394, -0.1844, 0.0570], [-0.0471, 0.1340, 0.1144], [0.4021, 0.0310, -0.2255], [0.1816, -0.2838, -0.2378], [0.1989, 0.1789, -0.2369], [-0.4831, 0.1133, 0.3771]], "max_force_ev_per_a": 2.1, "orbital_gap_ev": 6.58, "charge": -1, "relative_energy_kj_mol": 76.8, "homo_ev": -3.174, "multiplicity": 1}


Entry 2:
{"formula": "C2H2Br2OS", "method": "the ωB97M-V functional and the def2-TZVPD basis", "elements": ["C", "C", "O", "S", "Br", "Br", "H", "H"], "coordinates": [[-1.084, 0.486, -1.937], [1.276, -0.935, 1.203], [0.064, 0.243, -1.872], [1.251, -0.173, 2.697], [-1.866, 2.013, -1.049], [-0.109, -2.165, 0.987], [-1.865, -0.065, -2.472], [2.333, 0.594, 2.444]], "atomic_forces_ev_per_a": [[0.1689, 0.0509, 0.0852], [0.5616, 0.3359, -0.2043], [-0.1062, -0.1052, -0.1340], [-0.1308, -0.1068, -0.1106], [-0.1198, 0.1448, 0.0961], [-0.3363, -0.1486, 0.2326], [0.0701, -0.0935, -0.0419], [-0.1076, -0.0776, 0.0768]], "max_force_ev_per_a": 0.7, "orbital_gap_ev": 8.35, "relative_energy_kj_mol": 250.9, "homo_ev": -8.787, "multiplicity": 1}


Entry 3:
{"formula": "C19H19F3N2", "method": "the ωB97M-V functional and the def2-TZVPD basis", "elements": ["C", "N", "C", "C", "C", "C", "C", "C", "C", "F", "F", "F", "C", "C", "H", "H", "H", "H", "H", "H", "H", "H", "H", "H", "H", "C", "C", "C", "N", "C", "C", "C", "C", "C", "C", "H", "H", "H", "H", "H", "H", "H", "H"], "coordinates": [[-0.527, -2.512, -1.549], [-1.066, -1.513, -0.622], [-1.902, -0.461, -1.214], [-0.600, -1.460, 0.669], [-1.187, -0.734, 1.719], [-2.538, -0.327, 1.661], [-3.073, 0.461, 2.641], [-2.312, 0.829, 3.738], [-2.915, 1.749, 4.783], [-2.215, 1.643, 5.931], [-2.852, 3.012, 4.313], [-4.201, 1.396, 4.988], [-1.004, 0.379, 3.858], [-0.445, -0.402, 2.879], [-0.994, -2.420, -2.529], [0.549, -2.383, -1.660], [-0.728, -3.515, -1.173], [-1.572, -0.237, -2.224], [-2.944, -0.774, -1.260], [-1.830, 0.464, -0.640], [0.324, -1.970, 0.877], [-3.169, -0.693, 0.873], [-4.090, 0.813, 2.574], [-0.444, 0.654, 4.736], [0.567, -0.749, 2.984], [2.104, 1.462, 0.446], [1.578, 1.355, -0.943], [0.506, 2.086, -1.237], [-0.464, 2.711, -1.541], [2.179, 0.577, -1.990], [3.238, -0.331, -1.783], [3.732, -1.079, -2.827], [3.214, -0.942, -4.103], [2.195, -0.038, -4.335], [1.683, 0.705, -3.302], [2.814, 0.673, 0.683], [2.594, 2.424, 0.596], [1.291, 1.409, 1.171], [3.663, -0.449, -0.800], [4.531, -1.780, -2.655], [3.605, -1.536, -4.915], [1.805, 0.088, -5.330], [0.897, 1.416, -3.488]], "atomic_forces_ev_per_a": [[0.4125, -0.3375, 0.0051], [1.5182, 0.5418, 3.2484], [-0.5048, 0.2701, 0.2393], [-0.8786, -0.3224, -4.2548], [-0.9410, 1.1391, 1.2801], [0.5273, -0.3951, -0.1590], [-0.3318, 0.3186, 0.3528], [0.2230, -0.0469, -0.1291], [0.6204, -0.8375, -0.9105], [-0.7499, 0.5233, -0.2189], [-0.3332, -0.3295, 0.7870], [0.4785, 0.6487, 0.3709], [-0.2131, 0.2570, 0.4191], [-0.1916, -0.3535, -0.9715], [0.0042, 0.2093, 0.2106], [0.0781, 0.1386, -0.0688], [-0.0212, 0.0716, 0.0477], [0.3473, -0.1711, 0.0226], [-0.0686, -0.1089, -0.0617], [0.1502, -0.0630, -0.0763], [0.1071, -0.6170, -0.1911], [-0.0765, 0.1234, -0.1554], [-0.1893, -0.0949, -0.0601], [0.1914, -0.0354, 0.0656], [0.2951, -0.0282, -0.0446], [0.1366, 0.0284, 0.1989], [1.7400, -1.7640, 0.2244], [-4.0504, 2.6493, -1.3038], [1.5291, -1.2106, 0.7049], [-0.2643, 0.3491, 0.5790], [-0.2079, 0.0993, 0.0892], [-0.0471, -0.0696, -0.1974], [0.4112, -0.5613, -0.3937], [-0.0981, 0.0187, 0.0835], [-0.0599, -0.0811, -0.1814], [0.1134, -0.0470, 0.0868], [0.2528, 0.0759, 0.2679], [-0.0775, 0.0069, 0.2504], [0.1193, 0.0020, 0.1845], [0.2264, -0.1525, 0.0782], [0.0986, -0.0574, -0.0890], [-0.1162, 0.0426, -0.2725], [-0.1594, 0.1706, -0.0573]], "max_force_ev_per_a": 5.0, "orbital_gap_ev": 2.52, "homo_ev": -5.087, "multiplicity": 1}